[1]
{
  "formula": "C2H9N2S2",
  "method": "the ωB97M-V functional and the def2-TZVPD basis",
  "e_above_lowest_kcal_mol": 19.1,
  "charge": 1,
  "e_homo_ev": -14.0,
  "species": ["C", "C", "N", "N", "S", "S", "H", "H", "H", "H", "H", "H", "H", "H", "H"],
  "coordinates": [[-0.73894, -2.06698, -0.02804], [-0.45271, -0.51092, -0.13975], [0.82406, -0.22081, -0.15221], [2.00849, 2.20621, -0.32035], [-3.48917, -0.09788, 0.07515], [-1.62498, 0.71080, 0.01657], [-0.47841, -2.37474, 1.04645], [-1.76647, -2.25020, -0.29637], [0.08026, -2.54709, -0.59259], [1.32807, -1.12603, -0.27384], [1.23700, 0.79102, -0.48193], [2.59594, 2.76494, -0.92929], [1.39510, 2.83642, 0.21206], [2.71749, 1.87937, 0.32528], [-3.63573, 0.00588, 1.53886]],
  "atomic_forces_ev_per_a": [[1.459, 1.835, 1.347], [0.410, -2.638, 1.279], [-0.385, -0.203, -1.577], [0.158, 0.164, 0.317], [-0.291, -0.093, 2.407], [0.206, 0.963, -0.320], [-0.897, 0.598, -1.281], [0.023, -0.639, -0.130], [-0.998, -0.086, -0.333], [0.325, 1.610, 0.117], [-0.074, -1.114, 0.892], [-0.507, 0.234, -0.534], [0.430, -0.153, -0.327], [-0.099, -0.201, 0.553], [0.239, -0.277, -2.410]],
  "lowdin_charge": [-0.037, -0.695, 0.087, 0.037, 0.392, 0.589, 0.131, 0.035, 0.088, 0.136, 0.094, 0.067, 0.074, 0.061, -0.059]
}

[2]
{
  "formula": "C5H7N2",
  "method": "the ωB97M-V functional and the def2-TZVPD basis",
  "e_above_lowest_kcal_mol": 95.3,
  "smiles": "[H]/N=C/C/C=C\\C#[NH+]",
  "charge": 1,
  "e_homo_ev": -14.5,
  "species": ["C", "C", "C", "C", "C", "N", "N", "H", "H", "H", "H", "H", "H", "H"],
  "coordinates": [[-1.27306, -0.97909, 0.49259], [0.02543, -1.28192, 0.09279], [-1.94695, 0.09579, 0.05153], [0.92989, -0.50795, -0.76769], [1.71558, 0.41182, 0.15213], [1.25993, 1.59008, 0.28747], [-2.53919, 1.03756, -0.31481], [-1.78743, -1.59850, 1.11807], [0.39826, -2.04951, 0.78227], [1.60884, -0.83729, -1.50235], [0.25778, 0.20746, -1.15811], [2.61908, 0.17029, 0.59746], [1.86294, 2.01265, 0.97845], [-3.13109, 1.72860, -0.80980]],
  "atomic_forces_ev_per_a": [[3.863, -0.443, -1.837], [-0.915, -0.900, 2.125], [-2.679, 4.311, -2.271], [-0.969, 1.524, 1.503], [-1.705, 1.631, -0.742], [-0.072, -0.989, 0.473], [0.810, -1.568, 0.393], [-1.125, -1.558, 1.890], [0.258, -0.286, -0.853], [0.334, -1.566, -0.788], [-0.411, 0.889, -1.447], [1.671, -1.240, 0.841], [0.206, 0.981, 0.052], [0.734, -0.786, 0.660]],
  "lowdin_charge": [-0.022, 0.043, -0.022, -0.124, -0.196, 0.136, 0.373, 0.106, 0.143, 0.127, 0.087, 0.104, 0.064, 0.182]
}

[3]
{
  "formula": "C21H50AsMnNSSi5",
  "method": "the ωB97M-V functional and the def2-TZVPD basis",
  "multiplicity": 4,
  "charge": 2,
  "e_homo_ev": [-14.5, -14.6],
  "species": ["Mn", "S", "C", "C", "C", "C", "C", "N", "H", "H", "H", "H", "C", "Si", "C", "C", "C", "Si", "C", "C", "C", "H", "H", "H", "H", "H", "H", "H", "H", "H", "H", "H", "H", "H", "H", "H", "H", "H", "H", "H", "C", "Si", "C", "C", "As", "Si", "C", "C", "C", "Si", "C", "C", "C", "H", "H", "H", "H", "H", "H", "H", "H", "H", "H", "H", "H", "H", "H", "H", "H", "H", "H", "H", "H", "H", "H", "H", "H", "H", "H", "H"],
  "coordinates": [[-0.38957, -0.35059, -1.09181], [-0.81961, -2.30618, -2.08072], [0.78242, -1.81578, -2.53000], [1.55156, -2.43254, -3.51493], [2.85139, -2.00931, -3.70116], [3.35339, -0.94867, -2.94051], [2.53135, -0.33954, -2.02856], [1.28031, -0.78039, -1.80391], [1.12098, -3.24041, -4.08922], [3.47852, -2.49751, -4.43540], [4.36291, -0.59132, -3.07881], [2.85227, 0.52002, -1.45954], [-2.63862, 1.57526, 0.88797], [-2.64775, 1.75805, -0.99674], [-3.62476, 0.28211, -1.66605], [-3.47036, 3.39424, -1.40164], [-0.74719, 1.57789, -1.44950], [-0.51476, 1.82566, -3.37590], [1.30417, 1.93583, -3.87820], [-1.30664, 3.46878, -3.84099], [-1.33251, 0.47371, -4.40609], [-3.54038, 2.01676, 1.31505], [-1.77454, 2.07515, 1.32706], [-2.61061, 0.52175, 1.17105], [-4.43827, 0.03906, -0.98045], [-3.02580, -0.62556, -1.78842], [-4.07405, 0.49161, -2.63728], [-4.28080, 3.55250, -0.68831], [-3.90819, 3.40095, -2.39917], [-2.79619, 4.24747, -1.32847], [-0.22574, 2.39044, -0.93393], [1.92787, 2.45811, -3.15011], [1.35184, 2.50324, -4.80952], [1.75716, 0.96888, -4.08948], [-1.17073, 4.24460, -3.08751], [-2.37409, 3.36974, -4.03563], [-0.83786, 3.82114, -4.76085], [-0.88606, -0.51393, -4.29942], [-1.21134, 0.74478, -5.45770], [-2.40205, 0.37891, -4.21987], [0.32932, 2.34149, 3.25778], [-0.40379, 0.63521, 3.56766], [-2.26255, 0.49841, 3.83470], [0.38065, -0.18972, 5.06761], [0.18051, -0.44244, 1.09713], [2.64829, -0.33786, 1.48105], [3.24875, -0.48352, 3.26323], [3.40149, -1.83442, 0.59110], [2.99863, 1.41625, 0.84119], [-0.52085, -2.79592, 1.58261], [-0.24626, -3.07627, 3.42459], [-2.35091, -2.66576, 1.13414], [0.52645, -4.06175, 0.66603], [-0.12278, 3.06305, 3.94203], [0.16363, 2.69040, 2.23962], [1.40295, 2.34035, 3.44808], [-2.45041, 0.57033, 4.90868], [-2.67012, -0.45435, 3.49536], [-2.82051, 1.29855, 3.35576], [0.08510, 0.42080, 5.92710], [1.46556, -0.22918, 5.06467], [0.00315, -1.19291, 5.25153], [2.84051, -1.35999, 3.76724], [3.03056, 0.40131, 3.85868], [4.33404, -0.60619, 3.23804], [3.63846, -2.59701, 1.33444], [4.33499, -1.58449, 0.08357], [2.72882, -2.28081, -0.13976], [3.04214, 2.11471, 1.67704], [2.20257, 1.74701, 0.17106], [3.95640, 1.49114, 0.32264], [-1.01594, -2.60665, 4.03612], [0.73103, -2.70996, 3.74185], [-0.27491, -4.15071, 3.61601], [-2.91017, -2.14960, 1.91589], [-2.80119, -3.65127, 1.00257], [-2.49247, -2.11568, 0.20380], [1.50435, -4.16782, 1.13755], [0.67946, -3.83671, -0.38689], [0.02739, -5.03291, 0.71323]],
  "atomic_forces_ev_per_a": [[-1.056, 1.941, -0.766], [-0.625, -0.570, -0.475], [0.709, -0.431, -0.181], [0.007, 0.020, 0.073], [-0.020, 0.061, 0.085], [-0.109, -0.095, -0.038], [0.150, 0.464, 0.195], [0.418, -0.799, -1.107], [-0.007, -0.008, 0.011], [0.003, 0.016, -0.019], [0.000, 0.040, 0.033], [-0.018, -0.039, -0.005], [-0.131, 0.159, -0.531], [-0.235, -0.471, 1.044], [0.194, 0.270, -0.046], [0.313, -0.061, -0.296], [-0.626, -0.016, -0.747], [0.413, 0.003, -0.619], [-0.251, -0.039, 0.164], [-0.064, -0.101, 0.296], [0.136, 0.114, 0.211], [-0.052, -0.039, 0.013], [-0.031, 0.032, 0.012], [-0.031, 0.006, 0.020], [0.001, 0.065, 0.062], [-0.040, -0.044, -0.024], [0.032, -0.023, -0.043], [0.018, -0.132, 0.082], [0.029, -0.008, -0.005], [0.002, -0.003, 0.045], [0.153, -0.172, 0.104], [-0.003, 0.039, 0.014], [-0.027, 0.050, 0.002], [-0.040, -0.061, 0.011], [0.034, 0.021, -0.016], [0.009, -0.012, 0.012], [0.056, -0.078, -0.036], [0.010, -0.028, 0.046], [0.005, 0.129, 0.003], [-0.008, 0.000, 0.007], [-0.184, -0.368, -0.003], [-0.345, 0.415, 0.087], [0.291, 0.171, -0.231], [0.200, -0.194, -0.530], [1.242, -0.560, 3.880], [0.271, -0.084, -0.137], [-0.542, 0.091, -0.248], [-0.229, 0.342, -0.034], [-0.034, -0.439, 0.004], [-0.099, -0.117, -0.150], [-0.063, 0.305, -0.382], [0.354, -0.165, 0.041], [-0.153, 0.326, -0.001], [-0.042, -0.019, 0.049], [-0.022, 0.035, 0.008], [0.013, -0.044, 0.019], [0.161, -0.067, 0.060], [0.021, -0.019, 0.013], [0.036, -0.050, 0.005], [-0.125, 0.187, -0.131], [-0.056, 0.026, 0.020], [-0.047, 0.083, 0.013], [0.042, -0.021, 0.005], [0.045, 0.011, 0.002], [0.033, 0.019, -0.174], [-0.043, 0.019, 0.064], [0.021, 0.076, 0.026], [0.042, -0.034, -0.011], [-0.057, -0.026, 0.040], [0.072, 0.123, -0.020], [0.024, -0.044, -0.017], [-0.010, -0.019, -0.012], [0.011, -0.076, 0.029], [-0.015, -0.048, -0.071], [0.047, 0.004, 0.043], [0.008, -0.036, 0.020], [-0.076, -0.038, -0.021], [-0.036, 0.016, 0.094], [-0.022, 0.011, -0.013], [-0.050, 0.004, 0.073]],
  "lowdin_charge": [0.271, 0.763, -0.698, -0.031, 0.013, -0.019, -0.139, -0.093, 0.130, 0.135, 0.133, 0.100, -0.228, 0.480, -0.164, -0.153, -0.369, 0.475, -0.162, -0.158, -0.160, 0.053, 0.004, -0.008, 0.052, -0.023, 0.041, 0.050, 0.037, 0.042, 0.031, 0.041, 0.047, 0.013, 0.040, 0.035, 0.050, -0.003, 0.056, 0.028, -0.203, 0.569, -0.187, -0.176, 0.903, 0.426, -0.197, -0.201, -0.218, 0.404, -0.197, -0.214, -0.203, 0.054, 0.016, 0.024, 0.054, 0.024, 0.017, 0.064, 0.007, 0.020, 0.028, 0.022, 0.058, 0.043, 0.046, 0.000, 0.033, 0.001, 0.046, 0.026, 0.020, 0.056, 0.026, 0.052, -0.027, 0.034, -0.017, 0.054]
}

[4]
{
  "formula": "C11H18BrClF2O8P2",
  "method": "the ωB97M-V functional and the def2-TZVPD basis",
  "smiles": "CC[C@H](Br)P(COC)#P(O)Cl.O=C1OC[C@@H](F)O1.O=C1OC[C@@H](F)O1",
  "e_homo_ev": -8.8,
  "species": ["C", "C", "C", "Br", "P", "C", "O", "C", "P", "O", "Cl", "H", "H", "H", "H", "H", "H", "H", "H", "H", "H", "H", "H", "C", "C", "O", "C", "O", "O", "F", "H", "H", "H", "C", "C", "O", "C", "O", "O", "F", "H", "H", "H"],
  "coordinates": [[-2.34140, -0.14583, -0.34658], [-1.07044, 0.50930, -0.87339], [0.15225, 0.60452, 0.05236], [0.50473, -1.08071, 0.97698], [0.17090, 2.17289, 1.03068], [-1.19044, 2.20095, 2.29760], [-1.01265, 1.58397, 3.54193], [-1.38460, 0.21882, 3.64406], [1.97987, 2.32800, 2.26188], [2.95800, 1.80613, 1.04423], [2.10891, 0.71953, 3.56851], [-2.13246, -1.08601, 0.16146], [-2.89871, 0.49705, 0.33485], [-3.00001, -0.36347, -1.18784], [-1.30728, 1.53094, -1.18637], [-0.76289, -0.00902, -1.78120], [1.03468, 0.71873, -0.57523], [-1.33053, 3.26627, 2.49658], [-2.09401, 1.84754, 1.78955], [-2.00449, -0.09169, 2.79982], [-1.94929, 0.09011, 4.56724], [-0.49489, -0.41177, 3.66990], [3.82637, 2.21501, 1.13659], [-1.00199, 4.31021, -4.41981], [-1.58114, 3.93556, -5.77314], [-1.53671, 2.52329, -5.74954], [-1.50361, 2.10425, -4.45569], [-1.63739, 0.98444, -4.09915], [-1.30825, 3.16044, -3.63042], [-0.82442, 4.38799, -6.79976], [0.08064, 4.42154, -4.49833], [-1.44376, 5.19448, -3.97190], [-2.61203, 4.25465, -5.93603], [2.88472, -5.26128, 1.06954], [2.16016, -4.59567, 2.22535], [1.88038, -5.68086, 3.08313], [2.75766, -6.69116, 2.81872], [2.89506, -7.65807, 3.48393], [3.45517, -6.41298, 1.69078], [0.99790, -4.02024, 1.83562], [2.16342, -5.57235, 0.31201], [3.66602, -4.65408, 0.62374], [2.74656, -3.85142, 2.76735]],
  "atomic_forces_ev_per_a": [[-0.023, 0.017, 0.033], [-0.054, 0.072, -0.106], [0.083, 0.048, 0.128], [0.007, -0.120, -0.106], [-0.167, 0.027, -0.066], [0.040, -0.037, 0.041], [-0.098, 0.070, 0.077], [0.075, -0.015, -0.041], [-0.116, -0.024, 0.022], [0.168, 0.138, -0.031], [0.024, -0.023, 0.015], [0.007, -0.012, -0.003], [0.031, 0.001, 0.066], [0.002, 0.028, 0.000], [0.056, -0.024, -0.100], [0.040, -0.069, 0.041], [0.026, 0.022, 0.019], [-0.009, -0.020, 0.038], [-0.043, 0.027, 0.015], [-0.027, 0.001, -0.006], [0.012, 0.030, 0.016], [-0.047, -0.010, -0.015], [0.039, -0.102, -0.061], [0.036, -0.010, -0.026], [-0.064, -0.074, 0.065], [-0.153, 0.015, 0.015], [0.078, 0.058, 0.058], [-0.007, -0.042, -0.067], [0.035, -0.015, 0.022], [0.088, -0.012, 0.007], [-0.006, 0.051, -0.028], [-0.059, -0.039, 0.027], [0.038, 0.058, -0.075], [-0.041, 0.001, -0.011], [0.104, -0.007, 0.048], [0.115, 0.055, 0.087], [-0.032, 0.022, -0.093], [-0.022, -0.021, 0.011], [-0.014, -0.047, -0.011], [-0.094, -0.115, -0.012], [-0.007, 0.054, -0.018], [0.051, -0.021, 0.052], [-0.072, 0.065, -0.026]],
  "lowdin_charge": [-0.125, -0.360, -0.895, 0.701, 0.789, -0.448, -0.272, -0.134, 0.349, -0.465, 0.148, 0.036, 0.054, 0.076, 0.084, 0.096, 0.034, 0.080, 0.069, 0.072, 0.089, 0.021, 0.038, -0.047, -0.313, 0.137, -0.544, 0.183, 0.061, 0.077, 0.145, 0.139, 0.172, -0.049, -0.318, 0.134, -0.548, 0.188, 0.070, 0.016, 0.145, 0.139, 0.174]
}

no.,calculated total energy (eV)
1,-26863.9186
2,-8268.6457
3,-166449.3011
4,-134656.8755